# 1
# C5H6O

An isolated molecule of C5H6O in a non-equilibrium geometry (wB97M-V/def2-TZVPD, the OMol25 dataset).

Total energy (Eh): -269.08491
SMILES string: C#C[C@@H](O)C=C
Multiplicity: 1

Last column: Löwdin charge in e.
Cartesian coordinates (Å):
O (0.94, -0.83, -1.12)  -0.0846
C (0.87, 1.70, 0.77)  0.0117
C (-2.22, -1.60, -0.48)  0.0519
C (-0.93, -1.42, -0.14)  -0.1054
C (-0.12, 0.99, 0.02)  -0.0075
C (0.30, -0.62, 0.06)  -0.5224
H (1.11, 2.72, 0.84)  0.0229
H (-3.29, -1.61, -1.24)  0.1334
H (1.02, -1.01, 1.02)  0.1894
H (1.15, 1.27, 1.68)  0.0180
H (-0.75, 1.29, -0.80)  0.0842
H (1.93, -0.88, -0.62)  0.2085


# 2
# C5H6O

An isolated molecule of C5H6O in a non-equilibrium geometry (wB97M-V/def2-TZVPD, the OMol25 dataset).

Total energy (Eh): -269.14398
SMILES string: C#C[C@@H]1O[C@@H]1C
Multiplicity: 1

Last column: Löwdin charge in e.
Cartesian coordinates (Å):
O (-0.49, -1.40, -0.90)  -0.0800
C (-1.06, -0.43, 0.41)  -0.0815
C (-1.20, 1.03, 0.07)  -0.0748
C (1.46, -0.30, -0.05)  -0.0783
C (0.26, -1.08, 0.26)  -0.3961
C (2.46, 0.34, -0.23)  0.1341
H (-0.39, 1.40, -0.58)  0.0809
H (-1.15, 1.60, 1.02)  0.0904
H (3.35, 0.90, -0.41)  0.0324
H (-1.57, -1.39, -0.12)  0.1561
H (-2.17, 1.25, -0.38)  0.0761
H (0.48, -1.92, 0.92)  0.1408


# 3
# C5H6O

An isolated molecule of C5H6O (wB97M-V/def2-TZVPD, the OMol25 dataset).

Total energy (Eh): -269.17459
SMILES string: CC=C=C1CO1
Multiplicity: 1

Last column: Löwdin charge in e.
Cartesian coordinates (Å):
O (1.98, -0.34, -1.20)  0.0865
C (-0.06, -1.14, -0.06)  0.0220
C (1.20, -0.75, -0.21)  -0.3230
C (2.43, -0.11, 0.19)  0.0045
C (-2.27, 0.23, 0.04)  -0.1125
C (-0.82, -0.05, 0.10)  -0.2341
H (-2.55, 0.90, 0.86)  0.0724
H (-2.90, -0.66, 0.03)  0.0726
H (-2.43, 0.79, -0.89)  0.0805
H (-0.26, 0.90, 0.16)  0.0967
H (3.28, -0.70, 0.49)  0.1112
H (2.40, 0.94, 0.49)  0.1233


# 4
# C5H6O

An isolated molecule of C5H6O (wB97M-V/def2-TZVPD, the OMol25 dataset).

Total energy (Eh): -269.15924
Multiplicity: 1

Last column: Löwdin charge in e.
Cartesian coordinates (Å):
O (0.78, 0.35, -1.50)  0.0017
C (-1.05, 0.57, 0.07)  -0.1320
C (0.15, 1.10, -0.69)  -0.1452
C (0.97, -0.35, 0.86)  -0.0692
C (-0.43, -0.74, 0.50)  -0.2617
C (0.76, -1.00, -0.36)  -0.1075
H (0.27, 2.19, -0.82)  0.1358
H (-1.28, 1.19, 0.93)  0.1203
H (1.63, -0.51, 1.69)  0.0767
H (1.11, -1.83, -0.95)  0.1310
H (-1.04, -1.56, 0.89)  0.1285
H (-1.92, 0.57, -0.62)  0.1217


ΔE to the lowest compared entry with this formula, charge and spin (computed, kJ/mol): 686.1 531.0 450.7 491.0
HOMO energy (computed, hartree): -0.34187 -0.35229 -0.32104 -0.27636
Molecular weight (computed, g mol⁻¹): 82.1 82.1 82.1 82.1